Record 1
The following is a quantum chemistry calculation of C53H41AuF9O2P3 as an isolated structure in a non-equilibrium geometry, from OMol25.

The geometry in ORCA input format:
```
! RIJCOSX wB97M-V def2-TZVPD def2/J DEFGRID3
* xyz 2 1
Au 0.1549 -1.5109 0.7179
O 1.4010 0.3855 -0.0400
P 1.8831 0.7936 -1.3944
C 0.4846 1.1341 -2.5339
P -0.3455 -0.4925 -2.8521
O -0.4219 -1.3240 -1.6260
C 0.4852 -1.3613 -4.2076
C 0.6780 -2.7313 -4.0586
C 1.2580 -3.4587 -5.0812
C 1.6237 -2.8254 -6.2602
C 1.4203 -1.4616 -6.4136
C 0.8388 -0.7285 -5.3964
C -1.9986 -0.0109 -3.4350
C -3.0835 -0.6139 -2.8124
C -4.3686 -0.2277 -3.1534
C -4.5590 0.7307 -4.1363
C -3.4732 1.2994 -4.7854
C -2.1865 0.9231 -4.4457
C 2.8585 2.3197 -1.2287
C 2.2150 3.5305 -1.0113
C 2.9657 4.6788 -0.8298
C 4.3514 4.6113 -0.8527
C 4.9882 3.4008 -1.0759
C 4.2448 2.2448 -1.2440
C 2.8962 -0.4044 -2.2795
C 3.1595 -1.6552 -1.7387
C 3.9220 -2.5608 -2.4570
C 4.4296 -2.2054 -3.6978
C 4.1881 -0.9448 -4.2261
C 3.4241 -0.0397 -3.5168
H 0.8258 1.6170 -3.4485
H -0.2438 1.7778 -2.0326
H 0.3745 -3.2075 -3.1376
H 1.4084 -4.5212 -4.9705
H 2.0512 -3.3992 -7.0674
H 1.6960 -0.9771 -7.3372
H 0.6654 0.3282 -5.5328
H -2.9015 -1.3667 -2.0579
H -5.2155 -0.6890 -2.6679
H -5.5588 1.0280 -4.4111
H -3.6234 2.0342 -5.5593
H -1.3504 1.3682 -4.9620
H 1.1359 3.5736 -0.9947
H 2.4689 5.6237 -0.6717
H 4.9353 5.5032 -0.6823
H 6.0650 3.3472 -1.1159
H 4.7371 1.2950 -1.3951
H 2.7628 -1.8940 -0.7616
H 4.1311 -3.5390 -2.0504
H 5.0306 -2.9076 -4.2534
H 4.6047 -0.6667 -5.1821
H 3.2555 0.9565 -3.9034
C 0.9594 -3.5269 1.0591
C 0.1370 -4.0761 2.0978
C 0.4722 -3.9261 3.4672
C -0.2381 -4.5919 4.4387
C -1.3154 -5.4060 4.0908
C -1.6911 -5.5320 2.7534
C -0.9968 -4.8607 1.7748
H 0.8590 -4.0016 0.0896
H 1.9850 -3.3251 1.3445
H 1.3234 -3.3212 3.7444
H 0.0492 -4.5047 5.4744
H -1.8532 -5.9388 4.8579
H -2.5206 -6.1683 2.4883
H -1.2787 -4.9618 0.7368
F -5.3184 0.4473 7.0850
C -4.9104 -0.6984 6.5430
F -5.9927 -1.3130 6.0428
F -4.4477 -1.4719 7.5302
C -3.8693 -0.4909 5.4648
C -3.2012 -1.5964 4.9521
C -2.2772 -1.4257 3.9335
C -2.0277 -0.1517 3.4376
C -2.6977 0.9542 3.9616
C -3.6184 0.7842 4.9761
P -0.7937 0.1685 2.1310
C 0.5705 1.0247 2.9595
C 0.5346 2.3765 3.2917
C 1.6381 2.9647 3.8848
C 2.7527 2.1930 4.1753
C 2.7707 0.8309 3.9010
C 1.6850 0.2519 3.2784
C 3.9931 2.7972 4.7901
F 3.9509 4.1275 4.8387
F 5.0824 2.4649 4.0773
F 4.1880 2.3441 6.0321
C -1.6664 1.2922 1.0210
C -1.0981 2.4504 0.4995
C -1.8062 3.2081 -0.4148
C -3.0675 2.7896 -0.8262
C -3.6324 1.6237 -0.3271
C -2.9293 0.8770 0.5965
C -3.7818 3.6120 -1.8684
F -4.9257 3.0551 -2.2661
F -4.0518 4.8483 -1.4485
F -3.0036 3.7402 -2.9638
H -3.4061 -2.5800 5.3502
H -1.7625 -2.2834 3.5243
H -2.5047 1.9461 3.5811
H -4.1361 1.6373 5.3908
H -0.3424 2.9755 3.0956
H 1.6372 4.0180 4.1195
H 3.6339 0.2436 4.1697
H 1.6956 -0.7973 3.0176
H -0.1029 2.7406 0.8018
H -1.3825 4.1191 -0.8150
H -4.6045 1.3002 -0.6631
H -3.3541 -0.0366 0.9889
*
```

Summary:
Lowest unoccupied orbital energy (alpha / beta) in Eh: -0.3163 / -0.3206
Kohn-Sham gap (alpha / beta) in eV: 5.02 / 4.90

Here are the Mulliken charges for atoms 1 to 5, given in e: Au 2.347; O 0.028; P 0.551; C -0.319; P 0.129

Record 2
The following is a quantum chemistry calculation of C53H41Cl6N4O4S2Sm as an isolated structure in a non-equilibrium geometry, from OMol25.

The geometry in ORCA input format:
```
! RIJCOSX wB97M-V def2-TZVPD def2/J DEFGRID3
* xyz 0 6
Sm 0.0299 0.0066 -0.1188
O -1.9643 -1.7091 -0.6257
C -2.1683 -1.9014 -2.0526
C -0.7213 -2.0920 -2.6729
O -0.5148 -2.8510 -3.5973
O 0.1001 -1.3109 -2.1056
C -3.2180 -2.9547 -2.3072
C -3.3079 -3.6017 -3.5325
C -4.3486 -4.4789 -3.7789
C -5.3177 -4.7079 -2.8181
C -5.2318 -4.0642 -1.5967
C -4.1909 -3.1910 -1.3394
C -2.7100 -0.6337 -2.6895
C -3.4642 0.2792 -1.9648
C -4.0468 1.3646 -2.5973
C -3.8704 1.5599 -3.9549
C -3.0976 0.6694 -4.6778
C -2.5253 -0.4224 -4.0535
H -1.8448 -2.6019 -0.2621
H -2.5552 -3.4376 -4.2846
H -4.4116 -4.9689 -4.7382
H -6.1491 -5.3653 -3.0286
H -5.9905 -4.2227 -0.8451
H -4.1571 -2.6759 -0.3882
H -3.6236 0.1113 -0.9119
H -4.6531 2.0527 -2.0290
H -4.3282 2.3994 -4.4564
H -2.9400 0.8192 -5.7349
H -1.9278 -1.1112 -4.6288
N 0.0986 1.3743 -2.4319
C -0.6000 2.4924 -3.0077
C -0.2845 2.7822 -4.3347
C -0.8728 3.8171 -5.0279
C -1.8093 4.5836 -4.3641
C -2.1319 4.2961 -3.0549
C -1.5618 3.2478 -2.3092
C -1.9413 3.0685 -0.8746
C -2.8848 3.9670 -0.3490
C -3.2243 4.0123 0.9855
C -2.5879 3.1575 1.8618
C -1.6929 2.2303 1.3553
C -1.3570 2.0855 -0.0156
H 1.0165 1.3079 -2.8824
H -0.4122 0.5320 -2.7231
H 0.4393 2.1587 -4.8425
H -0.6059 4.0240 -6.0536
H -2.2866 5.4173 -4.8610
H -2.8716 4.9461 -2.6196
H -3.3940 4.6813 -0.9738
H -3.9478 4.7338 1.3396
H -2.8033 3.2005 2.9211
H -1.1918 1.5924 2.0888
Cl 2.0024 -2.4386 -0.6170
C 3.1704 -2.6426 0.6465
C 4.3268 -3.3694 0.4397
C 5.2847 -3.4444 1.4387
C 5.0830 -2.7798 2.6391
C 3.9087 -2.0837 2.8407
Cl 3.6491 -1.2674 4.3371
C 2.9029 -2.0067 1.8670
S 1.3838 -1.2515 2.2010
H 4.4774 -3.8755 -0.4997
H 6.1892 -4.0093 1.2763
H 5.8323 -2.8097 3.4145
Cl -5.7763 -0.3174 2.5130
C -4.1880 -0.9413 2.7552
C -3.9334 -1.8686 3.7576
C -2.6313 -2.3156 3.8928
C -1.6586 -1.8383 3.0253
N -1.9019 -0.9489 2.0645
C -3.1488 -0.5037 1.9434
H -4.7263 -2.2156 4.4035
H -2.3672 -3.0247 4.6620
H -0.6354 -2.1760 3.1135
H -3.3247 0.2455 1.1825
Cl 6.8483 5.1645 -0.4727
C 6.1698 4.3983 0.9142
C 5.7495 3.0796 0.8389
C 5.1792 2.4940 1.9521
C 4.9923 3.2014 3.1350
C 4.2264 2.5439 4.2610
C 2.7722 3.1031 4.2244
N 2.2472 2.9880 2.8929
C 2.0842 3.9425 1.9313
C 1.6808 3.2867 0.8047
N 1.6124 1.9428 1.0549
C 1.9633 1.8099 2.3178
O 4.8241 2.7693 5.5187
C 4.7695 1.6860 6.4169
C 5.6843 0.5305 6.0985
C 6.7738 0.5407 5.2792
Cl 7.4230 1.8468 4.3797
S 7.5492 -1.0107 5.1864
C 6.4079 -1.6668 6.2939
C 5.4914 -0.7524 6.6867
C 5.4438 4.5179 3.1908
Cl 5.2595 5.4531 4.6235
C 6.0443 5.1162 2.0919
H 5.8664 2.5239 -0.0774
H 4.8618 1.4635 1.8984
H 4.1811 1.4657 4.0596
H 2.7790 4.1453 4.5445
H 2.1501 2.5182 4.9081
H 2.2512 4.9812 2.1201
H 1.4278 3.6841 -0.1600
H 2.0146 0.8814 2.8567
H 3.7455 1.2917 6.5053
H 5.0553 2.1104 7.3866
H 6.4843 -2.7008 6.5647
H 4.6825 -0.9741 7.3612
H 6.3998 6.1328 2.1516
*
```

Summary:
Lowest unoccupied orbital energy (alpha / beta) in Eh: -0.0117 / 0.0105
Kohn-Sham gap (alpha / beta) in eV: 7.37 / 7.98

Here are the Mulliken charges for atoms 1 to 5, given in e: Sm 0.725; O 0.085; C 1.626; C 0.100; O -0.730

Record 3
The following is a quantum chemistry calculation of C53H44F3N6O2SeZr as an isolated structure in a non-equilibrium geometry, from OMol25.

The geometry in ORCA input format:
```
! RIJCOSX wB97M-V def2-TZVPD def2/J DEFGRID3
* xyz 1 1
Zr 0.0612 1.1946 0.2444
O 0.0610 1.7337 2.1405
C 0.7826 1.5934 3.3740
C 2.0031 0.6792 3.1572
C 2.8866 1.0861 2.0363
C 4.2537 1.2831 2.3260
C 5.1602 1.5572 1.3583
C 4.6350 1.7185 0.0459
C 3.2884 1.4709 -0.2435
C 2.8083 1.5614 -1.6471
C 2.0395 0.2535 -1.9514
O 0.9622 -0.0550 -1.0675
C 3.0293 -0.8694 -1.8397
C 3.1547 -1.6954 -0.7161
C 4.2054 -2.6595 -0.5871
C 5.1965 -2.7091 -1.5230
C 5.0397 -1.9413 -2.7162
C 3.9824 -1.1092 -2.8594
C 1.5304 0.2903 -3.4049
C 1.9681 1.1868 -4.3592
C 1.2718 1.4531 -5.4936
C 0.1306 0.7075 -5.7895
C -0.3349 -0.2175 -4.8361
C 0.3914 -0.4462 -3.6633
N 2.3921 1.2296 0.7906
C 1.2736 2.9202 3.8666
C 1.7658 3.1235 5.1745
C 2.3723 4.2870 5.5985
C 2.4473 5.4168 4.7738
C 1.9466 5.2239 3.4796
C 1.4403 4.0184 3.0133
C -0.2966 1.0207 4.4071
C -1.5495 1.6422 4.3646
C -2.6106 1.1519 5.0906
C -2.4732 0.0460 5.9090
C -1.2072 -0.4885 6.0016
C -0.1127 -0.0689 5.2242
H 1.4963 -0.2453 2.9675
H 2.5583 0.5855 4.1023
H 4.5378 1.1669 3.3327
H 6.1927 1.7772 1.4628
H 5.3426 1.9414 -0.7519
H 3.6178 1.7222 -2.3388
H 2.0903 2.3776 -1.7342
H 2.3449 -1.7440 0.0587
H 4.2387 -3.2016 0.3200
H 6.0708 -3.3445 -1.2685
H 5.7799 -2.1062 -3.4909
H 3.9508 -0.5412 -3.7320
H 2.7035 1.9643 -4.1419
H 1.6671 2.2492 -6.0916
H -0.3932 1.0605 -6.6636
H -1.2634 -0.7518 -4.9140
H -0.0410 -1.2368 -3.0721
H 1.7072 2.2895 5.8802
H 2.6782 4.3237 6.6449
H 2.7158 6.4193 5.0975
H 1.9186 6.0758 2.7299
H 1.0963 3.8782 2.0262
H -1.7022 2.5162 3.7587
H -3.5367 1.6656 5.0545
H -3.2178 -0.4635 6.5507
H -1.0066 -1.2640 6.7128
H 0.7640 -0.6250 5.1651
C -4.3723 1.4381 0.5433
C -3.0302 1.3428 0.7696
N -2.1314 1.2382 -0.2592
C -2.6632 1.3228 -1.4999
C -4.0498 1.3892 -1.7407
C -4.9412 1.4485 -0.7030
C -4.4128 1.1801 -3.1576
C -4.3687 -0.0225 -3.7025
C -3.9456 -1.2825 -2.9295
C -3.1815 -2.3299 -3.5512
C -3.0137 -3.5248 -2.9366
N -3.6127 -3.7029 -1.7218
C -4.3190 -2.7256 -1.2191
N -4.4995 -1.5033 -1.7251
H -4.9021 1.4112 1.4737
H -2.6158 1.4109 1.7507
H -1.9469 1.2842 -2.3220
H -6.0220 1.4062 -0.8481
H -4.8291 1.9988 -3.7495
H -4.6737 -0.1928 -4.7365
H -2.6627 -2.2410 -4.4757
H -2.3033 -4.2918 -3.2472
H -4.7921 -2.7946 -0.2429
F 0.0719 2.8132 -0.7716
C -4.0080 11.4206 -3.8672
F -4.9174 10.6523 -4.3542
F -4.3912 11.8675 -2.6943
C -2.2208 -4.2425 2.1022
N -1.3917 -4.0202 0.9012
C -0.8946 -2.8090 0.5748
Se -0.9509 -1.2641 1.5696
N -0.2185 -2.9849 -0.5634
C -0.1079 -4.3822 -0.8954
C 0.4516 -4.9972 -1.9786
C 0.2164 -6.3778 -2.0949
C -0.6084 -7.0394 -1.2036
C -1.2212 -6.3620 -0.1020
C -0.9623 -4.9808 0.0217
H -3.0476 -4.8898 1.8503
H -2.5235 -3.2141 2.4093
H -1.5942 -4.7462 2.8787
H 0.2590 -2.2464 -0.9741
H 1.1685 -4.5722 -2.6984
H 0.5846 -7.0432 -2.8690
H -0.7690 -8.0717 -1.0317
H -1.8417 -6.8481 0.6773
*
```

Summary:
Lowest unoccupied orbital energy in Eh: -0.0959
Kohn-Sham gap in eV: 7.96

Here are the Mulliken charges for atoms 1 to 5, given in e: Zr 1.261; O 0.194; C 2.788; C -1.346; C 0.144

Record 4
The following is a quantum chemistry calculation of C53H46ClGaGeO2Sb2 as an isolated structure, from OMol25.

The geometry in ORCA input format:
```
! RIJCOSX wB97M-V def2-TZVPD def2/J DEFGRID3
* xyz 0 1
Ga -1.4625 -1.2383 0.3264
C -0.4227 2.0433 -0.7447
C 0.6858 1.3638 0.0552
C 1.4826 0.4275 -0.8374
Sb 3.0035 -0.8297 0.0541
C 4.6384 0.4962 -0.3742
C 4.4745 1.8633 -0.5846
C 5.5633 2.6810 -0.8506
C 6.8395 2.1397 -0.9099
C 7.0186 0.7804 -0.7039
C 5.9239 -0.0321 -0.4407
C 2.7559 -0.1803 2.0920
C 3.4718 0.8699 2.6598
C 3.3547 1.1604 4.0122
C 2.5146 0.4056 4.8166
C 1.7849 -0.6346 4.2613
C 1.9132 -0.9271 2.9114
Sb -1.8914 3.3052 0.2069
C -1.5498 2.9292 2.2938
C -0.2968 2.9358 2.9022
C -0.1746 2.7982 4.2762
C -1.3079 2.6579 5.0672
C -2.5628 2.6624 4.4773
C -2.6776 2.7977 3.0985
C -0.6966 5.0923 0.1660
C -1.3304 6.3155 0.3645
C -0.6079 7.4996 0.3901
C 0.7670 7.4769 0.2106
C 1.4119 6.2666 0.0043
C 0.6832 5.0855 -0.0177
H -1.0056 1.2965 -1.2939
H 0.0202 2.6825 -1.5159
H 0.2799 0.8245 0.9224
H 1.3502 2.1139 0.4966
H 1.9854 0.9894 -1.6297
H 0.8060 -0.2648 -1.3398
H 3.4856 2.3062 -0.5377
H 5.4161 3.7420 -1.0114
H 7.6904 2.7756 -1.1183
H 8.0110 0.3502 -0.7519
H 6.0784 -1.0952 -0.2899
H 4.1442 1.4596 2.0490
H 3.9290 1.9735 4.4394
H 2.4317 0.6252 5.8736
H 1.1267 -1.2305 4.8815
H 1.3553 -1.7608 2.5014
H 0.6000 3.0646 2.3061
H 0.8094 2.8106 4.7320
H -1.2106 2.5607 6.1409
H -3.4547 2.5715 5.0870
H -3.6655 2.8081 2.6501
H -2.4061 6.3515 0.5017
H -1.1197 8.4407 0.5470
H 1.3334 8.3989 0.2277
H 2.4851 6.2409 -0.1394
H 1.2088 4.1518 -0.1842
Cl -7.1428 0.4528 4.2179
C -5.8693 0.2647 3.0567
C -6.1303 0.4999 1.7016
C -5.1352 0.3695 0.7633
C -3.8372 -0.0109 1.1428
O -2.9024 -0.0674 0.2088
C -3.5839 -0.2429 2.5139
C -2.2720 -0.5382 3.0043
O -1.2837 -0.8307 2.3184
C -4.6128 -0.0934 3.4607
H -7.1272 0.7922 1.4002
H -5.3206 0.5633 -0.2841
H -2.1297 -0.4915 4.0912
H -4.3980 -0.2499 4.5102
C -0.7934 -2.8925 -0.1265
Ge -0.6729 -3.3669 -1.9853
C 1.0240 -2.9040 -2.8715
C 2.0830 -3.8091 -2.8423
C 3.3322 -3.4696 -3.3412
C 3.5442 -2.2121 -3.8872
C 2.4966 -1.3037 -3.9430
C 1.2507 -1.6525 -3.4414
C -0.8563 -5.3173 -2.1446
C -0.7161 -5.9542 -3.3762
C -0.8603 -7.3285 -3.4892
C -1.1449 -8.0897 -2.3634
C -1.2860 -7.4707 -1.1313
C -1.1439 -6.0934 -1.0262
C -2.1701 -2.4952 -2.9167
C -3.3895 -2.3760 -2.2508
C -4.4815 -1.7663 -2.8510
C -4.3726 -1.2660 -4.1402
C -3.1723 -1.3903 -4.8244
C -2.0843 -2.0018 -4.2170
H 0.1133 -3.1043 0.4427
H 1.9344 -4.7939 -2.4127
H 4.1434 -4.1855 -3.2973
H 4.5194 -1.9413 -4.2714
H 2.6511 -0.3225 -4.3752
H 0.4454 -0.9259 -3.4883
H -0.4869 -5.3711 -4.2627
H -0.7498 -7.8075 -4.4539
H -1.2567 -9.1632 -2.4484
H -1.5080 -8.0608 -0.2508
H -1.2627 -5.6087 -0.0629
H -3.4939 -2.7836 -1.2491
H -5.4204 -1.6909 -2.3159
H -5.2216 -0.7897 -4.6136
H -3.0832 -1.0113 -5.8350
H -1.1562 -2.0959 -4.7699
*
```

Summary:
Lowest unoccupied orbital energy in Eh: -0.0392
Kohn-Sham gap in eV: 6.51

Here are the Mulliken charges for atoms 1 to 5, given in e: Ga -0.123; C -2.159; C 1.901; C -0.963; Sb 1.101

Table of relative energy (zero: lowest compared OMol25 entry of this formula, charge and spin) (eV), in record order: 0.0225 0.8927 0.0725 0.4882